Entry 1:
# C10H11N5OS

The molecule C10H11N5OS (ωB97M-V with the def2-TZVPD basis set, OMol25).

Each line ends with the Mulliken charge.
Cartesian coordinates (Å):
C1 -0.071 -3.218 0.190  -1.31
C2 -0.165 -1.950 0.909  0.57
C3 0.206 -1.985 2.267  -0.57
C4 0.088 -0.861 3.020  -0.37
C5 -0.232 0.350 2.385  -0.10
S1 -0.728 1.753 3.344  -0.32
C6 -0.487 0.317 0.978  0.53
N1 -0.749 1.621 0.378  -0.14
C7 -1.328 1.771 -0.802  0.45
C8 -2.126 2.851 -0.964  -0.37
C9 -2.723 3.069 -2.236  0.07
O1 -3.465 3.978 -2.386  -0.62
N2 -2.163 2.378 -3.280  -0.58
C10 -1.430 1.335 -3.047  0.43
N3 -0.874 0.865 -4.130  -0.39
N4 -1.189 0.885 -1.791  -0.15
N5 -0.533 -0.827 0.306  -0.32
H1 1.003 -3.390 -0.142  0.24
H2 -0.787 -3.188 -0.635  0.35
H3 -0.283 -4.068 0.826  0.38
H4 0.442 -2.913 2.783  0.32
H5 0.272 -1.102 4.081  0.34
H6 -1.987 1.269 3.416  0.19
H7 -0.823 2.412 1.038  0.25
H8 -2.307 3.503 -0.102  0.34
H9 -0.947 1.331 -5.008  0.26
H10 -0.713 -0.171 -4.048  0.24
H11 -0.380 0.342 -1.710  0.27

E_LUMO	0.20	eV
charge	0
SMILES	Cc1ccc(S)c(Nc2cc(=O)nc(N)[nH]2)n1
gap between HOMO and LUMO	8.151	eV
maximum force	6.0	eV/Å



Entry 2:
# C28H61IN2O11Si2

A structure of composition C28H61IN2O11Si2 (ωB97M-V with the def2-TZVPD basis set, OMol25).

Each line ends with the Mulliken charge.
Cartesian coordinates (Å):
C1 4.186 -4.507 4.782  -1.21
C2 4.932 -4.128 3.534  0.70
O1 5.660 -3.182 3.441  -0.57
O2 4.696 -4.953 2.474  0.07
C3 5.845 -5.582 1.879  -0.89
C4 5.372 -6.093 0.535  -0.36
C5 5.088 -4.925 -0.431  -0.07
C6 3.804 -5.096 -1.261  -0.76
C7 2.949 -3.818 -1.357  -0.86
Si1 2.025 -3.312 0.207  -0.68
C8 1.447 -4.841 1.095  0.40
C9 0.785 -4.584 2.469  -0.41
C10 -0.642 -5.134 2.594  -0.83
C11 -0.732 -6.579 3.117  -0.70
O3 0.550 -7.231 3.087  -0.24
C12 0.644 -8.393 2.397  0.62
C13 1.899 -8.462 1.573  -0.63
O4 -0.182 -9.258 2.460  -0.59
C14 0.601 -2.210 -0.353  -0.61
C15 -0.602 -2.072 0.588  -0.47
C16 -0.430 -1.308 1.880  0.47
O5 -1.149 -1.443 2.825  -0.64
O6 0.595 -0.422 1.938  -0.43
O7 3.004 -2.526 1.315  0.29
Si2 3.951 -1.226 1.018  0.24
I1 4.016 0.248 2.941  -0.14
H1 3.472 -5.303 4.588  0.21
H2 3.667 -3.629 5.166  0.35
H3 4.913 -4.835 5.526  0.35
H4 6.635 -4.837 1.749  0.42
H5 6.202 -6.382 2.532  0.39
H6 6.120 -6.769 0.116  0.50
H7 4.453 -6.657 0.719  -0.16
H8 5.942 -4.834 -1.105  0.58
H9 5.018 -4.004 0.151  -0.29
H10 4.066 -5.404 -2.277  0.48
H11 3.213 -5.920 -0.850  0.18
H12 2.161 -3.998 -2.099  0.50
H13 3.546 -2.989 -1.758  0.45
H14 2.363 -5.421 1.252  -0.59
H15 0.812 -5.455 0.445  0.94
H16 0.773 -3.519 2.713  0.45
H17 1.404 -5.050 3.236  0.23
H18 -1.231 -4.480 3.238  0.39
H19 -1.115 -5.099 1.608  0.32
H20 -1.436 -7.167 2.528  0.39
H21 -1.107 -6.598 4.140  0.30
H22 2.737 -8.025 2.117  0.17
H23 1.750 -7.891 0.655  0.07
H24 2.113 -9.498 1.324  0.40
H25 0.950 -1.214 -0.649  0.36
H26 0.228 -2.661 -1.278  0.43
H27 -1.038 -3.036 0.842  0.09
H28 -1.387 -1.521 0.054  0.43
H29 0.872 -0.163 1.050  0.31
H30 3.384 -0.463 -0.119  -0.21
H31 5.332 -1.614 0.700  -0.17
C17 -2.620 2.460 -5.933  -0.71
O8 -1.497 3.009 -5.279  -0.36
C18 -1.790 4.105 -4.418  -0.96
C19 -1.562 3.746 -2.968  0.32
N1 -2.545 2.770 -2.513  -0.25
C20 -2.280 2.208 -1.197  -0.51
C21 -1.009 1.386 -1.015  -0.23
O9 -1.000 0.161 -1.729  -0.34
C22 -0.551 0.235 -3.070  -0.77
H32 -2.249 1.736 -6.656  0.24
H33 -3.301 1.951 -5.241  0.29
H34 -3.187 3.230 -6.468  0.35
H35 -2.820 4.444 -4.570  0.45
H36 -1.119 4.926 -4.686  0.40
H37 -1.653 4.654 -2.366  0.06
H38 -0.529 3.379 -2.878  0.17
H39 -2.596 2.015 -3.186  0.13
H40 -3.126 1.569 -0.930  0.41
H41 -2.256 3.025 -0.469  -0.16
H42 -0.953 1.120 0.046  0.25
H43 -0.107 1.963 -1.250  0.38
H44 0.201 1.018 -3.199  0.41
H45 -1.369 0.415 -3.773  0.18
H46 -0.101 -0.728 -3.316  0.32
C23 -4.552 10.878 -1.435  -0.72
O10 -3.988 10.569 -0.179  -0.35
C24 -4.909 10.058 0.777  -0.79
C25 -4.623 8.606 1.087  -0.19
N2 -4.925 7.757 -0.055  -0.30
C26 -4.505 6.369 0.085  -0.88
C27 -3.015 6.082 0.217  -0.12
O11 -2.265 6.374 -0.950  -0.33
C28 -1.818 7.711 -1.073  -0.76
H47 -3.783 11.383 -2.017  0.24
H48 -4.876 9.984 -1.980  0.30
H49 -5.411 11.549 -1.332  0.35
H50 -5.937 10.178 0.419  0.41
H51 -4.797 10.644 1.693  0.40
H52 -5.246 8.296 1.931  0.36
H53 -3.573 8.538 1.408  0.19
H54 -4.489 8.152 -0.880  0.09
H55 -4.869 5.823 -0.789  0.38
H56 -5.011 5.943 0.958  0.42
H57 -2.908 5.007 0.384  0.03
H58 -2.567 6.584 1.083  0.33
H59 -1.617 8.158 -0.095  0.31
H60 -2.535 8.341 -1.607  0.26
H61 -0.892 7.694 -1.647  0.30

E_LUMO	0.50	eV
charge	0
gap between HOMO and LUMO	9.293	eV
maximum force	0.8	eV/Å



Entry 3:
# C18H40Br6O14S4

A structure of composition C18H40Br6O14S4 (ωB97M-V with the def2-TZVPD basis set, OMol25).

Each line ends with the Mulliken charge.
Cartesian coordinates (Å):
O1 2.587 2.123 -6.227  -0.66
C1 1.838 1.922 -5.240  0.05
O2 1.347 2.961 -4.526  -0.42
C2 0.471 2.484 -3.501  -0.82
C3 -0.040 1.124 -4.089  1.51
C4 1.131 0.648 -4.764  -0.30
H1 -0.413 3.118 -3.429  0.46
H2 1.023 2.400 -2.565  0.49
H3 -0.839 1.485 -4.736  0.27
H4 -0.474 0.420 -3.379  -1.97
H5 0.797 0.071 -5.627  0.69
H6 1.854 0.112 -4.150  0.03
O3 -2.811 -0.272 0.074  -0.86
S1 -1.923 -0.561 1.198  2.10
O4 -0.554 -0.015 1.335  1.40
O5 -2.721 -0.079 2.627  -0.54
C5 -1.979 -0.268 3.854  0.35
C6 -2.789 0.433 5.042  -1.43
C7 -1.979 -2.363 1.524  -1.04
H7 -0.981 0.166 3.922  -0.17
H8 -1.729 -1.300 4.100  0.33
H9 -2.180 0.268 5.931  0.40
H10 -3.816 0.094 5.182  0.37
H11 -2.891 1.494 4.816  0.34
H12 -2.965 -2.506 1.965  0.49
H13 -1.264 -2.735 2.258  0.30
H14 -1.671 -2.805 0.576  0.38
O6 2.026 3.646 4.908  -0.63
S2 1.029 3.937 3.891  1.31
O7 -0.061 4.825 4.237  -0.65
O8 1.791 4.588 2.566  -0.34
C8 0.874 5.252 1.632  0.46
C9 1.832 6.153 0.727  -1.37
C10 0.375 2.303 3.070  -1.11
H15 0.115 5.876 2.103  0.37
H16 0.229 4.556 1.096  -0.21
H17 2.312 6.903 1.356  0.35
H18 1.280 6.699 -0.038  0.40
H19 2.579 5.556 0.204  0.32
H20 1.051 2.059 2.251  0.23
H21 -0.649 2.479 2.743  0.31
H22 0.490 1.589 3.886  0.46
O9 0.322 -4.960 0.090  -0.72
S3 1.225 -4.167 0.905  1.42
O10 2.486 -3.694 0.407  -0.62
O11 0.361 -2.784 1.322  -0.66
C11 1.034 -1.854 2.163  -0.60
C12 1.601 -0.761 1.310  -0.14
C13 1.290 -4.961 2.562  -1.02
H23 1.844 -2.288 2.750  0.76
H24 0.333 -1.412 2.871  0.09
H25 0.806 -0.228 0.789  -0.13
H26 2.397 -1.061 0.628  0.34
H27 2.098 -0.003 1.916  0.52
H28 0.867 -5.957 2.433  0.45
H29 0.558 -4.486 3.215  0.24
H30 2.333 -4.970 2.878  0.39
O12 1.508 -4.178 -3.754  -0.66
S4 0.400 -3.259 -4.012  1.32
O13 -0.549 -3.533 -5.079  -0.63
O14 -0.491 -3.163 -2.567  -0.64
C14 0.225 -2.908 -1.388  -1.79
C15 -0.408 -1.551 -0.875  2.86
C16 1.029 -1.526 -4.079  -1.54
H31 1.285 -3.025 -1.615  0.64
H32 0.011 -3.722 -0.696  0.48
H33 -0.297 -0.693 -1.538  -0.34
H34 0.104 -1.180 0.013  -0.30
H35 -1.423 -1.537 -0.477  -2.26
H36 1.652 -1.348 -4.955  1.14
H37 1.654 -1.370 -3.200  0.20
H38 0.205 -0.819 -4.171  0.80
C17 -0.337 1.171 -0.549  0.21
Br1 -1.723 1.607 -1.860  -0.14
Br2 -0.429 2.471 0.976  -0.19
Br3 1.435 1.170 -1.394  0.05
H39 -0.580 0.183 -0.157  -1.37
C18 -2.953 -0.726 -2.229  1.16
Br4 -1.510 -1.237 -3.459  -0.06
Br5 -3.591 -2.226 -1.116  -0.01
Br6 -4.523 0.069 -3.246  -0.08
H40 -2.549 0.080 -1.616  -0.82

E_LUMO	-0.67	eV
charge	0
gap between HOMO and LUMO	8.355	eV
maximum force	10.0	eV/Å



Entry 4:
# C12H24Br12

A cluster of 6 separate species, C12H24Br12 in total (ωB97M-V with the def2-TZVPD basis set, OMol25).

Each line ends with the Mulliken charge.
Cartesian coordinates (Å):
Br1 -23.662 7.570 19.514  -0.15
C1 -23.040 6.879 17.827  -0.59
C2 -21.562 7.017 17.723  -0.22
Br2 -20.974 5.948 16.211  -0.14
H1 -23.575 7.388 17.031  0.33
H2 -23.323 5.834 17.795  0.42
H3 -21.081 6.523 18.558  0.42
H4 -21.181 8.015 17.567  -0.08
Br3 -24.116 13.670 11.086  -0.08
C3 -22.584 12.867 11.946  -0.30
C4 -22.260 13.644 13.195  -0.10
Br4 -20.661 12.837 14.005  -0.15
H5 -21.746 12.900 11.259  0.51
H6 -22.832 11.835 12.166  -0.26
H7 -23.041 13.621 13.943  -0.12
H8 -21.958 14.660 12.977  0.43
Br5 -21.697 9.236 12.425  -0.08
C5 -22.519 9.783 10.761  -0.64
C6 -24.000 9.946 10.976  0.07
Br6 -24.879 10.272 9.298  -0.13
H9 -22.324 8.974 10.060  0.43
H10 -21.982 10.647 10.388  0.35
H11 -24.201 10.776 11.646  -0.41
H12 -24.396 9.033 11.403  0.45
Br7 -20.711 10.789 18.546  -0.10
C7 -20.718 11.475 16.756  -0.13
C8 -20.634 10.425 15.710  0.19
Br8 -18.889 9.573 15.629  -0.11
H13 -19.987 12.272 16.637  0.15
H14 -21.669 11.993 16.604  0.03
H15 -20.813 10.830 14.721  -0.27
H16 -21.344 9.628 15.916  0.19
Br9 -19.462 14.912 17.975  -0.16
C9 -17.538 14.989 17.718  -0.47
C10 -17.019 13.571 17.727  -0.56
Br10 -15.084 13.573 17.443  -0.16
H17 -17.165 15.554 18.562  0.37
H18 -17.340 15.481 16.776  0.37
H19 -17.440 12.938 16.951  0.21
H20 -17.162 13.043 18.664  0.40
Br11 -25.373 12.059 14.049  -0.06
C11 -25.440 12.870 15.780  -0.68
C12 -25.787 11.879 16.856  -0.58
Br12 -24.220 10.868 17.274  -0.04
H21 -26.053 13.770 15.810  0.43
H22 -24.436 13.255 15.966  0.28
H23 -26.552 11.178 16.538  0.37
H24 -26.122 12.354 17.772  0.37

E_LUMO	0.12	eV
charge	0
SMILES	BrCCBr.BrCCBr.BrCCBr.BrCCBr.BrCCBr.BrCCBr
gap between HOMO and LUMO	9.984	eV
maximum force	1.8	eV/Å



Entry 5:
# C8H20FeO4

A structure of composition C8H20FeO4 (ωB97M-V with the def2-TZVPD basis set, OMol25).

Each line ends with the Mulliken charge.
Cartesian coordinates (Å):
Fe1 -30.173 2.644 -13.105  1.18
C1 -26.697 1.376 -11.972  -0.88
C2 -26.813 2.843 -12.335  -0.46
O1 -28.139 3.276 -12.557  -0.51
H1 -27.538 0.956 -11.421  0.07
H2 -25.833 1.358 -11.308  0.37
H3 -26.392 0.697 -12.768  0.24
H4 -26.294 3.119 -13.253  0.32
H5 -26.133 3.470 -11.757  0.33
C3 -30.377 0.609 -16.836  -1.19
C4 -29.737 0.693 -15.422  0.24
O2 -29.496 2.095 -15.083  -0.66
H6 -31.418 0.931 -16.858  0.25
H7 -30.423 -0.418 -17.197  0.38
H8 -29.904 1.127 -17.671  0.31
H9 -28.822 0.101 -15.470  0.22
H10 -30.334 0.334 -14.584  -0.02
C5 -32.575 4.583 -15.424  -0.85
C6 -32.212 4.857 -13.950  -0.37
O3 -30.924 4.502 -13.574  -0.59
H11 -32.784 3.523 -15.565  0.15
H12 -31.845 4.903 -16.168  0.25
H13 -33.526 5.089 -15.591  0.38
H14 -32.956 4.346 -13.339  0.24
H15 -32.450 5.907 -13.780  0.27
C7 -30.282 0.299 -9.823  -0.94
C8 -31.197 0.194 -11.027  -0.49
O4 -31.197 1.408 -11.785  -0.64
H16 -29.368 0.874 -9.970  0.25
H17 -30.053 -0.673 -9.386  0.29
H18 -30.962 0.837 -9.163  0.30
H19 -32.197 -0.190 -10.825  0.33
H20 -30.885 -0.560 -11.749  0.24

E_LUMO (spin up / spin down)	3.54 / 2.87	eV
charge	-1
gap between HOMO and LUMO (spin up / spin down)	8.408 / 7.302	eV
maximum force	3.3	eV/Å
<S²>	8.76
multiplicity	6